(1)
{"formula": "C3H4N2OS", "method": "wB97M-V/def2-TZVPD", "elements": ["C", "C", "C", "N", "N", "O", "S", "H", "H", "H", "H"], "coordinates": [[0.27626, -0.47461, 0.09539], [-1.95690, 0.01439, 0.01792], [1.66487, -0.72367, 0.13449], [-0.85777, -0.86978, 0.04653], [-0.28948, 1.62163, 0.17616], [-1.59217, 1.33927, 0.03040], [-3.40678, -0.63917, -0.06169], [1.84633, -1.60350, 0.63504], [2.28394, 0.03184, 0.44202], [2.13266, -0.79187, -0.85969], [-0.10095, 2.09546, -0.65657]], "atomic_forces_ev_per_a": [[-1.5, 4.5, -0.6], [0.7, 0.6, -0.2], [0.5, -0.6, -2.4], [0.5, -0.6, 0.3], [2.3, -2.6, 2.1], [-2.7, -2.2, -0.1], [-1.3, 0.4, 0.0], [0.6, -2.1, 1.3], [0.8, 2.2, 1.8], [-0.8, -0.5, -0.3], [0.9, 0.9, -1.9]], "gap_ev": [8.168, 8.167], "lumo_energy_ev": [-0.32, -0.32], "energy_ha": -699.479344, "e_homo_ev": [-8.486, -8.486]}



(2)
{"formula": "C12H17N3", "method": "wB97M-V/def2-TZVPD", "elements": ["C", "C", "C", "C", "N", "C", "C", "C", "C", "C", "C", "N", "N", "C", "C", "H", "H", "H", "H", "H", "H", "H", "H", "H", "H", "H", "H", "H", "H", "H", "H", "H"], "coordinates": [[-2.83582, 0.45648, 1.65962], [-2.75045, 0.61456, 0.05582], [-1.31960, 0.61148, -0.34742], [-0.56306, 1.60396, 0.31531], [0.69573, 1.96147, 0.12079], [1.62582, 1.05788, 0.06464], [2.81566, 1.52103, -0.48837], [3.99750, 0.80773, -0.33279], [3.92951, -0.48185, 0.25267], [2.74170, -1.08151, 0.58899], [1.53187, -0.34980, 0.48835], [0.38783, -0.86425, 0.82013], [0.30194, -2.04756, 1.50182], [-0.96856, -0.22660, -1.49137], [-2.07550, -0.86378, -2.40855], [-3.64698, 1.11899, 1.99406], [-1.78582, 0.58611, 2.11982], [-2.91467, -0.61837, 1.83724], [-3.27584, 1.49973, -0.21544], [-3.31161, -0.15848, -0.38182], [-1.16906, 2.40195, 0.82792], [2.90869, 2.54360, -0.99574], [4.94944, 1.15409, -0.59568], [4.90318, -1.03011, 0.61012], [2.68683, -2.14112, 0.98327], [1.07572, -2.07748, 2.21213], [-0.58549, -2.13769, 1.99631], [-0.30927, 0.33228, -2.33828], [-0.26477, -1.07314, -1.11735], [-2.36766, -1.78959, -1.90494], [-1.58040, -1.20191, -3.34767], [-2.82686, -0.12807, -2.48361]], "atomic_forces_ev_per_a": [[1.8, -0.3, -1.2], [0.6, -0.1, 2.8], [0.0, 2.4, 0.4], [-2.4, 0.1, -1.1], [-0.5, 0.3, 0.3], [-0.8, -0.8, -1.1], [4.3, 1.1, -0.8], [-2.4, -0.1, 0.3], [1.4, -2.1, 1.7], [1.4, -0.8, 0.7], [0.1, -0.1, 0.2], [-1.4, -0.3, 0.2], [1.9, 0.3, 1.3], [3.1, -0.9, -3.0], [2.3, -1.0, 1.4], [0.5, -0.7, 0.6], [-1.9, 0.8, -0.6], [-1.1, 0.1, 0.3], [-0.2, 1.1, -0.3], [-0.5, -1.2, -0.5], [0.4, -1.0, -0.3], [-0.6, -1.6, 1.0], [1.0, 0.7, -0.6], [-1.8, 1.0, -1.3], [0.3, 1.5, -0.6], [-0.9, -0.5, -0.7], [0.2, 0.3, -0.5], [-0.9, -0.7, 2.4], [-1.1, 1.3, -0.6], [-0.8, 0.2, -0.2], [-0.7, 0.7, 0.5], [-1.2, 0.3, -0.8]], "gap_ev": [6.432, 6.472], "lumo_energy_ev": [-0.73, -0.71], "energy_ha": -631.535566, "e_homo_ev": [-7.165, -7.185]}



(3)
{"formula": "C9H15N2S", "method": "wB97M-V/def2-TZVPD", "elements": ["N", "C", "C", "N", "C", "C", "C", "C", "C", "C", "S", "C", "H", "H", "H", "H", "H", "H", "H", "H", "H", "H", "H", "H", "H", "H", "H"], "coordinates": [[2.44344, 3.30348, -0.64441], [2.66338, 1.90248, -0.46134], [1.33433, 1.11461, -0.16167], [0.18037, 1.66921, -0.37354], [1.48228, -0.22427, 0.38157], [0.63744, -1.36703, -0.25639], [-0.46420, -1.82690, 0.65507], [-1.76883, -1.10794, 0.31969], [-2.26713, -1.00511, -0.99056], [-3.45502, -0.36352, -1.06890], [-3.90100, 0.22051, 0.49072], [-2.57541, -0.52113, 1.22750], [2.40338, 3.81548, 0.28019], [3.15147, 3.78592, -1.15074], [2.99504, 1.36090, -1.30550], [3.19426, 1.59629, 0.41740], [-0.55815, 1.05448, -0.04199], [0.09046, 2.55388, -0.77996], [1.41530, -0.13294, 1.45552], [2.59957, -0.48808, 0.13308], [1.21440, -2.32577, -0.50921], [0.15326, -1.06761, -1.17967], [-0.12986, -1.73968, 1.73792], [-0.81743, -2.93792, 0.56839], [-1.70941, -1.39832, -1.90745], [-3.98324, -0.07354, -1.98865], [-2.60530, -0.70172, 2.30392]], "atomic_forces_ev_per_a": [[-0.7, 0.7, 1.8], [-2.9, -0.4, 1.3], [0.4, 2.7, -1.2], [1.5, -3.2, 1.5], [2.7, -1.9, -1.7], [0.5, -1.8, 0.0], [-2.2, -1.9, 1.4], [1.6, -0.3, 0.9], [1.1, -0.8, -2.2], [-0.3, 1.1, -0.2], [-1.1, -0.1, -0.6], [-0.5, 0.0, 1.0], [0.0, -1.0, -1.4], [0.6, 0.0, -0.7], [1.0, -0.2, -1.1], [1.2, 0.0, 0.4], [-1.1, 0.6, -0.5], [-0.2, 1.7, -0.6], [-0.1, -0.3, 0.5], [-1.9, 0.5, 0.8], [0.0, 1.8, 0.4], [0.5, 0.3, -0.3], [-0.8, 0.1, -1.2], [1.4, 1.6, -0.2], [-1.1, 0.5, 1.4], [0.2, -0.2, 0.7], [0.4, 0.5, -0.3]], "gap_ev": 8.230, "lumo_energy_ev": -3.86, "energy_ha": -859.360142, "total_charge": 1, "e_homo_ev": -12.094}